Run one
DFT (wB97M-V/def2-TZVPD) results for C4H5N in the gas phase.

Summary:
Orbital gap in eV: 11.441
Structure (SMILES): C=CCC#N
LUMO energy in eV: 0.90

```
! wB97M-V def2-TZVPD RIJCOSX def2/J DEFGRID3
* xyz 0 1
C 0.908 1.380 1.512
C 0.162 0.328 1.166
C 0.439 -0.430 -0.167
C -0.538 -0.619 -1.152
N -1.408 -0.894 -1.821
H 1.842 1.702 1.065
H 0.747 1.959 2.305
H -0.693 -0.055 1.791
H 0.794 -1.408 0.045
H 1.341 0.107 -0.613
*
```


Run two
DFT (wB97M-V/def2-TZVPD) results for C4H5N in the gas phase.

Summary:
Orbital gap in eV: 9.108
LUMO energy in eV: 0.50

```
! wB97M-V def2-TZVPD RIJCOSX def2/J DEFGRID3
* xyz 0 1
N 0.884 -0.078 -0.565
C -0.232 -0.520 -1.264
C -1.511 -0.441 -0.855
C -0.636 0.409 1.137
C 0.632 0.418 0.691
H 1.815 -0.342 -0.849
H -0.070 -0.919 -2.265
H -1.375 -0.330 0.748
H -0.988 0.949 2.006
H 1.480 0.854 1.217
*
```


Q: Which of them is the most stable? A: run one.


Run one
DFT (wB97M-V/def2-TZVPD) results for a 2-piece molecular cluster, C4H5N overall.

Summary:
Orbital gap in eV: 10.645
LUMO energy in eV: 0.91

```
! wB97M-V def2-TZVPD RIJCOSX def2/J DEFGRID3
* xyz 0 1
C 1.991 -0.523 0.136
C 0.731 -0.663 -0.272
C -1.777 2.066 1.358
C -0.427 -0.800 -0.862
N -0.711 2.531 1.357
H 2.924 -0.469 -0.469
H 2.166 -0.616 1.106
H -0.579 -1.762 -1.278
H -1.227 -0.020 -1.084
H 0.212 2.901 0.989
*
```


Run two
DFT (wB97M-V/def2-TZVPD) results for C4H5N in the gas phase.

Summary:
Orbital gap in eV: 10.052
Structure (SMILES): CN=c1cc1
LUMO energy in eV: 1.04

```
! wB97M-V def2-TZVPD RIJCOSX def2/J DEFGRID3
* xyz 0 1
C -1.450 0.313 0.379
N -0.625 -0.987 0.160
C 0.552 -0.794 -0.217
C 1.722 -1.508 -0.509
C 1.879 -0.141 -0.527
H -1.843 0.143 1.392
H -2.417 0.265 -0.139
H -0.812 1.102 0.310
H 2.168 -2.418 -0.573
H 2.602 0.572 -0.696
*
```


Q: Which of them is the most stable? A: run one.


Run one
DFT (wB97M-V/def2-TZVPD) results for C4H5N as an isolated structure.

Summary:
Orbital gap (alpha / beta) in eV: 8.109 / 9.190
LUMO energy (alpha / beta) in eV: 0.02 / 0.01

```
! wB97M-V def2-TZVPD RIJCOSX def2/J DEFGRID3
* xyz 0 1
C -1.222 -1.287 0.952
C -0.229 -0.277 -0.329
C 0.603 0.711 -2.033
C 0.140 -0.494 1.061
N -1.350 -1.002 -0.348
H -1.454 -2.124 1.576
H 0.295 0.398 -3.005
H 1.505 1.246 -1.885
H 0.086 0.519 1.618
H 0.981 -1.116 1.466
*
```


Run two
DFT (wB97M-V/def2-TZVPD) results for C4H5N in the gas phase.

Summary:
Orbital gap in eV: 9.521
Structure (SMILES): CN=c1cc1
LUMO energy in eV: 1.07

```
! wB97M-V def2-TZVPD RIJCOSX def2/J DEFGRID3
* xyz 0 1
C -0.978 -1.398 0.426
N 0.290 -0.548 0.857
C 0.730 0.357 0.166
C 1.458 1.552 -0.176
C 0.316 1.333 -0.838
H -1.488 -1.848 1.331
H -0.410 -2.300 0.031
H -1.665 -0.918 -0.244
H 2.189 2.209 -0.088
H -0.441 1.561 -1.465
*
```


Q: Which of them is the most stable? A: run two.


Run one
DFT (wB97M-V/def2-TZVPD) results for a 2-piece molecular cluster, C2H4ClOP overall.

Summary:
Orbital gap (alpha / beta) in eV: 3.457 / 3.480
LUMO energy (alpha / beta) in eV: -3.74 / -3.73

```
! wB97M-V def2-TZVPD RIJCOSX def2/J DEFGRID3
* xyz 0 1
C -0.093 -1.350 -0.231
C 0.218 -0.073 -0.067
O 1.763 1.932 0.298
P 1.938 0.449 -0.124
Cl -3.636 -0.725 0.250
H 0.474 -1.976 -0.773
H -1.202 -1.535 0.025
H -0.452 0.705 0.150
H 0.990 2.572 0.471
*
```


Run two
DFT (wB97M-V/def2-TZVPD) results for C2H4ClOP in the gas phase.

Summary:
Orbital gap in eV: 8.669
Structure (SMILES): CO/C=P/Cl
LUMO energy in eV: 0.03

```
! wB97M-V def2-TZVPD RIJCOSX def2/J DEFGRID3
* xyz 0 1
C 1.547 -0.236 0.090
O 0.276 -0.614 0.485
C -0.990 0.051 -0.044
P -2.451 -0.380 0.772
Cl -3.656 0.782 -0.274
H 2.190 0.227 0.845
H 1.527 0.526 -0.813
H 2.160 -1.083 -0.226
H -0.603 0.727 -0.836
*
```


Q: Which of them is the most stable? A: run two.


Run one
DFT (wB97M-V/def2-TZVPD) results for C11H10N2 in the gas phase.

Summary:
Orbital gap in eV: 10.012
Structure (SMILES): c1cnn([C@]23[C@H]4[C@@H]5C6[C@H]4[C@H]2[C@@H]6[C@@H]53)c1
LUMO energy in eV: 0.93

```
! wB97M-V def2-TZVPD RIJCOSX def2/J DEFGRID3
* xyz 0 1
C -3.507 0.681 -0.082
C -3.430 -0.722 0.023
N -2.175 -1.114 0.111
N -1.472 -0.021 0.091
C 0.043 -0.139 0.117
C 0.877 0.889 -0.715
C 1.732 -0.204 -1.278
C 2.724 -0.049 -0.051
C 1.796 1.101 0.525
C 1.014 0.014 1.296
C 1.805 -1.090 0.720
C 0.928 -1.275 -0.508
C -2.187 1.074 -0.045
H -4.457 1.143 -0.164
H -4.301 -1.467 0.014
H 0.523 1.788 -1.159
H 2.203 -0.359 -2.349
H 3.837 -0.238 0.029
H 2.317 1.908 0.972
H 0.594 0.205 2.255
H 2.318 -1.986 1.316
H 0.431 -2.097 -1.005
H -1.613 1.958 -0.113
*
```


Run two
DFT (wB97M-V/def2-TZVPD) results for C11H10N2 in the gas phase.

Summary:
Orbital gap in eV: 8.697
Structure (SMILES): [H]/N=C(/N)c1ccc2ccccc2c1
LUMO energy in eV: 0.24

```
! wB97M-V def2-TZVPD RIJCOSX def2/J DEFGRID3
* xyz 0 1
H -3.025 -1.787 -1.624
N -3.544 -1.178 -0.763
C -2.962 -0.291 0.029
N -3.661 0.628 0.918
C -1.427 -0.131 0.005
C -1.225 1.398 -0.375
C 0.075 1.878 -0.378
C 1.150 0.927 0.062
C 2.511 1.171 -0.037
C 3.488 0.256 0.085
C 3.290 -1.099 0.151
C 1.801 -1.543 0.127
C 0.838 -0.568 0.114
C -0.467 -1.035 0.074
H -2.950 0.427 1.846
H -4.605 0.211 1.162
H -2.278 1.788 -1.094
H 0.416 2.882 -0.446
H 2.720 2.225 -0.229
H 4.624 0.762 0.149
H 4.003 -1.876 0.064
H 1.556 -2.786 -0.257
H -0.330 -2.257 0.414
*
```


Q: Which of them is the most stable? A: run two.


Run one
DFT (wB97M-V/def2-TZVPD) results for C12H15N in the gas phase.

Summary:
Orbital gap in eV: 8.487
Structure (SMILES): c1ccc2c(c1)[C@@H]1CCCN[C@@H]2C1
LUMO energy in eV: 0.90

```
! wB97M-V def2-TZVPD RIJCOSX def2/J DEFGRID3
* xyz 0 1
C -3.538 0.368 -0.252
C -3.527 -1.081 -0.119
C -2.222 -1.478 -0.014
C -1.201 -0.612 -0.035
C -1.105 0.831 -0.151
C -2.412 1.320 -0.198
C 0.183 1.476 0.487
C 1.466 1.566 -0.464
C 2.496 0.434 -0.078
C 2.464 -1.148 -0.514
N 1.404 -1.887 0.038
C 0.280 -0.911 -0.087
C 0.372 0.144 1.295
H -4.548 0.920 -0.555
H -4.461 -1.808 0.022
H -2.030 -2.504 0.158
H -2.527 2.341 -0.288
H 0.106 2.339 1.178
H 1.229 1.631 -1.618
H 2.061 2.449 -0.550
H 3.374 0.958 -0.549
H 2.562 0.367 1.034
H 3.568 -1.562 -0.502
H 2.261 -1.158 -1.662
H 1.596 -2.246 0.882
H 0.879 -0.381 -1.046
H 1.570 -0.229 1.407
H -0.297 -0.140 2.182
*
```


Run two
DFT (wB97M-V/def2-TZVPD) results for C12H15N in the gas phase.

Summary:
Orbital gap in eV: 9.418
Structure (SMILES): c1ccc2c(c1)C[C@H]1CNC[C@@H]2C1
LUMO energy in eV: 0.90

```
! wB97M-V def2-TZVPD RIJCOSX def2/J DEFGRID3
* xyz 0 1
C 3.252 0.540 -0.464
C 3.165 -0.874 -0.274
C 1.877 -1.451 0.011
C 0.816 -0.650 0.318
C 0.902 0.823 0.185
C 2.144 1.368 -0.310
C -0.300 1.663 0.309
C -1.620 0.800 0.365
C -2.291 0.571 -0.982
N -1.502 -0.465 -1.655
C -1.402 -1.533 -0.616
C -0.470 -1.286 0.743
C -1.366 -0.168 1.556
H 4.314 0.912 -0.791
H 4.198 -1.393 -0.065
H 1.695 -2.404 0.476
H 2.322 2.467 -0.279
H -0.336 2.055 1.386
H -0.373 2.305 -0.499
H -2.448 1.454 0.732
H -2.246 1.660 -1.409
H -3.435 0.231 -0.902
H -0.539 0.021 -1.830
H -2.419 -2.016 -0.450
H -0.870 -2.153 -1.451
H -0.349 -2.107 1.395
H -2.139 -0.622 2.161
H -0.580 0.252 2.339
*
```


Run three
DFT (wB97M-V/def2-TZVPD) results for C12H15N as an isolated structure.

Summary:
Orbital gap in eV: 7.365
LUMO energy in eV: 0.08

```
! wB97M-V def2-TZVPD RIJCOSX def2/J DEFGRID3
* xyz 0 1
C -4.457 -0.376 -0.767
C -2.954 -0.112 -0.394
C -2.083 -1.141 -0.545
C -0.853 -1.095 0.054
C -0.435 -0.029 0.844
C 0.976 0.001 1.328
C 1.781 -0.097 0.161
C 1.897 1.134 -0.683
C 2.839 -0.988 0.020
C 3.905 -1.716 -0.007
C -1.260 0.997 0.963
C -2.612 0.962 0.492
H -5.038 0.488 -1.639
H -5.325 -0.323 0.287
H -4.519 -1.546 -0.941
H -2.336 -2.017 -1.136
H -0.238 -1.941 0.141
H 1.264 -1.055 1.771
H 1.272 0.823 2.040
H 1.836 2.075 -0.037
H 1.240 1.034 -1.594
H 3.785 1.461 -0.184
H 3.424 2.330 -1.235
H 4.185 -2.203 0.931
H 4.472 -1.703 -0.957
H -0.893 1.839 1.492
H -3.195 1.892 0.721
N 3.324 1.306 -1.124
*
```


Q: Which of them is the most stable? A: run two.